Entry 1:
Formula: C17H16FN3O2S
Source: the Open Molecules 2025 dataset
Level of theory: the ωB97M-V functional and the def2-TZVPD basis

```
40
C17H16FN3O2S | the Open Molecules 2025 dataset | the ωB97M-V functional and the def2-TZVPD basis
C -0.41 -1.50 1.26
N -0.73 -2.23 0.04
C -0.87 -3.59 0.15
O -0.81 -4.16 1.22
C -1.08 -4.33 -1.15
H -0.18 -4.28 -1.77
H -1.32 -5.37 -0.94
S -2.46 -3.59 -2.06
C -1.72 -1.99 -2.18
C -1.94 -1.22 -3.31
C -1.38 0.03 -3.43
C -0.55 0.52 -2.42
C -0.31 -0.27 -1.30
C -0.91 -1.51 -1.15
H 0.38 0.08 -0.54
N 0.05 1.77 -2.57
C 0.42 2.68 -1.59
O 1.24 3.54 -1.83
N -0.26 2.58 -0.42
H -0.95 1.85 -0.32
C 0.19 3.25 0.78
C 0.90 2.28 1.69
C 2.12 1.74 1.30
C 2.77 0.81 2.08
C 2.18 0.42 3.27
C 0.96 0.93 3.69
C 0.33 1.86 2.89
H -0.62 2.27 3.20
H 0.53 0.60 4.62
F 2.80 -0.49 4.05
H 3.72 0.39 1.79
H 2.56 2.07 0.37
H 0.87 4.04 0.46
H -0.67 3.70 1.28
H 0.30 2.05 -3.51
H -1.56 0.63 -4.31
H -2.58 -1.61 -4.09
H -0.62 -2.17 2.10
H -1.03 -0.61 1.34
H 0.64 -1.22 1.28
```

* charge: 0
* SMILES: CN1C(=O)CSc2ccc(NC(=O)NCc3ccc(F)cc3)cc21
* highest occupied orbital energy: -8.21 eV
* energy relative to the best compared isomer or geometry (same formula, charge and spin): 0.000 eV
* orbital gap: 8.78 eV
* LUMO level: 0.0210 Ha



Entry 2:
Formula: C17H16N2O4S
Source: the Open Molecules 2025 dataset
Level of theory: the ωB97M-V functional and the def2-TZVPD basis

```
40
C17H16N2O4S | the Open Molecules 2025 dataset | the ωB97M-V functional and the def2-TZVPD basis
C -4.96 2.94 0.24
C -3.56 3.52 0.38
H -3.60 4.61 0.32
H -3.10 3.22 1.32
O -2.69 3.03 -0.64
C -2.72 3.65 -1.81
O -3.42 4.58 -2.09
C -1.73 3.05 -2.80
H -0.89 3.74 -2.91
H -2.21 2.91 -3.76
S -1.07 1.44 -2.29
C 0.03 2.00 -1.09
N 0.35 3.22 -0.81
N 1.26 3.16 0.18
C 1.45 1.92 0.46
O 0.68 1.11 -0.32
C 2.37 1.37 1.50
O 3.06 0.23 1.07
C 2.41 -0.98 0.98
C 3.13 -2.01 0.43
C 2.59 -3.30 0.30
C 3.32 -4.37 -0.25
C 2.75 -5.61 -0.37
C 1.44 -5.84 0.06
C 0.70 -4.82 0.61
C 1.26 -3.53 0.74
C 0.54 -2.45 1.29
C 1.09 -1.21 1.41
H 0.50 -0.41 1.84
H -0.48 -2.62 1.63
H -0.31 -4.99 0.94
H 1.01 -6.82 -0.03
H 3.32 -6.43 -0.80
H 4.33 -4.19 -0.59
H 4.14 -1.82 0.10
H 3.13 2.13 1.70
H 1.81 1.18 2.43
H -4.92 1.85 0.25
H -5.58 3.28 1.07
H -5.41 3.27 -0.69
```

* charge: 0
* SMILES: CCOC(=O)CSc1nnc(COc2ccc3ccccc3c2)o1
* highest occupied orbital energy: -8.12 eV
* energy relative to the best compared isomer or geometry (same formula, charge and spin): 1.494 eV
* orbital gap: 8.61 eV
* LUMO level: 0.0179 Ha



Entry 3:
Formula: C17H16N4S
Source: the Open Molecules 2025 dataset
Level of theory: the ωB97M-V functional and the def2-TZVPD basis

```
38
C17H16N4S | the Open Molecules 2025 dataset | the ωB97M-V functional and the def2-TZVPD basis
N 0.19 -0.61 1.94
N 1.21 3.61 -1.69
S -0.83 2.35 -0.36
C -0.79 0.03 1.38
C -0.25 0.99 0.49
C 1.06 0.76 0.39
C 0.83 2.62 -0.91
C 2.50 3.62 -2.02
C -3.43 -4.57 -0.20
C -3.39 -4.76 1.17
C -3.28 -3.32 -0.72
C 3.48 2.70 -1.59
C -3.22 -3.62 2.03
C -3.11 -2.20 0.04
C 1.78 1.68 -0.42
C 3.15 1.73 -0.75
C -3.06 -2.33 1.45
N 1.34 -0.33 1.21
N -2.16 -0.09 1.54
C 2.88 4.70 -2.96
C 4.18 0.69 -0.38
C -2.82 -1.15 2.33
H -3.63 -5.35 -0.82
H -3.42 -5.77 1.69
H -3.27 -3.19 -1.79
H 4.49 2.70 -1.91
H -3.25 -3.84 3.06
H -3.10 -1.29 -0.55
H 2.31 -0.66 1.32
H -2.74 0.56 1.00
H 2.09 5.05 -3.61
H 3.10 5.60 -2.26
H 3.82 4.42 -3.43
H 4.19 0.72 0.77
H 5.21 1.09 -0.56
H 4.00 -0.22 -0.75
H -2.27 -1.46 3.12
H -3.77 -0.87 2.77
```

* charge: 0
* SMILES: Cc1cc(C)c2c(n1)sc1c(NCc3ccccc3)n[nH]c12
* highest occupied orbital energy: -7.75 eV
* energy relative to the best compared isomer or geometry (same formula, charge and spin): 1.622 eV
* orbital gap: 8.45 eV
* LUMO level: 0.0257 Ha



Entry 4:
Formula: C17H16O3
Source: the Open Molecules 2025 dataset
Level of theory: the ωB97M-V functional and the def2-TZVPD basis

```
36
C17H16O3 | the Open Molecules 2025 dataset | the ωB97M-V functional and the def2-TZVPD basis
O -4.35 -1.16 1.60
C -4.17 -1.02 0.41
O -4.93 -1.64 -0.50
H -5.60 -2.18 -0.05
C -3.11 -0.17 -0.18
C -2.28 0.55 0.68
C -1.28 1.36 0.17
C -1.12 1.45 -1.20
C -1.93 0.73 -2.06
C -2.94 -0.08 -1.56
H -3.58 -0.64 -2.22
H -1.79 0.81 -3.13
H -0.33 2.08 -1.60
C -0.39 2.15 1.11
O 0.88 2.45 0.57
C 1.76 1.42 0.36
C 1.49 0.08 0.60
C 2.48 -0.85 0.34
C 3.72 -0.46 -0.14
C 3.99 0.87 -0.38
C 3.01 1.81 -0.13
H 3.18 2.86 -0.30
H 4.95 1.18 -0.76
C 4.61 -1.66 -0.33
H 5.18 -1.63 -1.25
H 5.32 -1.72 0.50
C 3.62 -2.84 -0.29
H 4.06 -3.74 0.14
H 3.29 -3.07 -1.30
C 2.42 -2.34 0.53
H 1.48 -2.76 0.20
H 2.54 -2.58 1.59
H 0.53 -0.25 0.97
H -0.85 3.13 1.29
H -0.30 1.62 2.07
H -2.44 0.45 1.74
```

* charge: 0
* SMILES: O=C(O)c1cccc(COc2ccc3c(c2)CCC3)c1
* highest occupied orbital energy: -8.20 eV
* energy relative to the best compared isomer or geometry (same formula, charge and spin): 0.000 eV
* orbital gap: 8.58 eV
* LUMO level: 0.0138 Ha



Entry 5:
Formula: C17H16O4SSm
Source: the Open Molecules 2025 dataset
Level of theory: the ωB97M-V functional and the def2-TZVPD basis

```
39
C17H16O4SSm | the Open Molecules 2025 dataset | the ωB97M-V functional and the def2-TZVPD basis
Sm 6.12 10.45 4.20
O 3.79 10.71 6.42
C 4.79 9.91 6.47
O 6.04 10.33 6.36
C 4.56 8.42 6.29
C 4.30 7.79 7.50
C 4.03 6.43 7.54
C 3.98 5.68 6.38
C 4.26 6.29 5.14
C 4.56 7.66 5.06
S 4.83 8.24 3.38
H 4.32 8.37 8.43
H 3.87 5.99 8.51
H 3.80 4.61 6.42
H 4.33 5.68 4.24
C 9.06 10.74 9.93
C 9.13 10.70 8.42
C 8.69 9.60 7.69
C 8.72 9.56 6.28
C 8.28 8.30 5.57
C 9.27 10.67 5.61
C 9.73 11.80 6.31
C 10.32 12.99 5.61
C 9.66 11.78 7.70
C 9.33 10.64 4.09
O 10.44 10.83 3.52
O 8.18 10.46 3.45
H 8.31 10.02 10.28
H 8.72 11.72 10.27
H 10.03 10.50 10.36
H 8.20 8.77 8.20
H 8.25 7.50 6.31
H 9.02 8.00 4.81
H 7.29 8.39 5.10
H 9.71 13.29 4.75
H 11.33 12.74 5.24
H 10.39 13.85 6.28
H 10.05 12.64 8.25
H 5.23 12.19 3.41
```

* charge: -1
* highest occupied orbital energy (spin up / spin down): -5.14 / -5.14 eV
* energy relative to the best compared isomer or geometry (same formula, charge and spin): 0.000 eV
* orbital gap (spin up / spin down): 7.92 / 7.93 eV
* LUMO level (spin up / spin down): 0.1022 / 0.1022 Ha
* spin multiplicity: 6



Entry 6:
Formula: C17H17AlCl44O2P
Source: the Open Molecules 2025 dataset
Level of theory: the ωB97M-V functional and the def2-TZVPD basis

```
82
C17H17AlCl44O2P | the Open Molecules 2025 dataset | the ωB97M-V functional and the def2-TZVPD basis
C -6.15 -5.99 -1.99
C -5.89 -4.57 -2.52
P -6.01 -3.21 -1.24
C -4.25 -2.59 -1.22
Al -7.04 -1.34 -2.31
O -8.77 -1.21 -1.96
C -9.70 -2.15 -2.37
C -9.87 -3.35 -1.44
C -11.33 -3.72 -1.17
O -9.19 -4.51 -1.93
H -5.49 -6.73 -2.45
H -7.17 -6.32 -2.17
H -5.99 -6.03 -0.91
H -4.88 -4.51 -2.94
H -6.56 -4.36 -3.35
H -4.14 -1.60 -1.67
H -3.61 -3.28 -1.77
H -3.88 -2.53 -0.19
H -6.31 -0.05 -1.68
H -6.85 -1.37 -3.94
H -9.45 -2.55 -3.38
H -10.67 -1.64 -2.50
H -9.38 -3.08 -0.50
H -11.96 -2.83 -1.09
H -11.71 -4.35 -1.97
H -11.41 -4.28 -0.24
H -8.86 -4.31 -2.82
C -0.17 -2.98 -0.95
Cl 1.58 -3.21 -1.16
Cl -0.96 -4.55 -0.85
Cl -0.46 -2.09 0.55
Cl -0.81 -2.06 -2.30
C -8.44 1.81 -5.36
Cl -6.74 2.24 -5.10
Cl -9.04 0.90 -4.00
Cl -9.38 3.31 -5.56
Cl -8.58 0.86 -6.85
C -13.35 2.71 -4.10
Cl -12.80 2.26 -5.71
Cl -12.98 4.41 -3.80
Cl -15.10 2.47 -3.97
Cl -12.53 1.72 -2.90
C 4.19 -0.68 2.03
Cl 2.52 -1.18 1.84
Cl 5.23 -2.10 2.21
Cl 4.71 0.24 0.61
Cl 4.36 0.35 3.46
C 9.05 0.36 4.88
Cl 10.63 0.70 4.17
Cl 7.84 0.28 3.61
Cl 9.11 -1.17 5.75
Cl 8.64 1.66 6.01
C -8.93 1.60 0.88
Cl -7.36 1.88 0.18
Cl -10.20 1.84 -0.33
Cl -9.03 -0.05 1.49
Cl -9.21 2.74 2.22
C 14.72 2.19 3.05
Cl 13.28 3.12 3.48
Cl 16.03 2.56 4.17
Cl 14.34 0.47 3.14
Cl 15.22 2.60 1.40
C 19.19 3.06 0.93
Cl 20.94 3.24 0.77
Cl 18.82 1.40 1.43
Cl 18.59 4.18 2.15
Cl 18.41 3.39 -0.62
C 13.26 -0.19 7.49
Cl 11.95 -0.09 8.67
Cl 13.20 1.20 6.42
Cl 14.81 -0.23 8.33
Cl 13.07 -1.67 6.54
C 7.73 4.50 1.97
Cl 7.09 5.89 2.84
Cl 8.82 3.59 3.02
Cl 6.40 3.44 1.48
Cl 8.60 5.05 0.54
C 4.05 6.09 -0.49
Cl 4.83 4.83 -1.44
Cl 5.25 7.30 -0.02
Cl 2.79 6.86 -1.45
Cl 3.33 5.40 0.96
```

* charge: -1
* highest occupied orbital energy: -3.84 eV
* orbital gap: 4.59 eV
* LUMO level: 0.0277 Ha



Entry 7:
Formula: C17H17AuN4O9PS2
Source: the Open Molecules 2025 dataset
Level of theory: the ωB97M-V functional and the def2-TZVPD basis

```
51
C17H17AuN4O9PS2 | the Open Molecules 2025 dataset | the ωB97M-V functional and the def2-TZVPD basis
Au 0.22 0.04 0.48
C 3.85 -4.67 -1.52
C 2.46 -4.17 -1.20
O 1.99 -3.41 -2.30
P 0.88 -2.25 -1.99
S -0.77 -2.97 -1.29
S 1.90 -0.84 -0.96
O 0.66 -1.75 -3.51
C 1.71 -1.14 -4.25
C 1.13 0.02 -5.03
H 4.23 -5.30 -0.71
H 4.53 -3.83 -1.66
H 3.84 -5.26 -2.44
H 2.47 -3.55 -0.30
H 1.76 -5.00 -1.02
H 2.15 -1.90 -4.90
H 2.49 -0.79 -3.57
H 0.31 -0.32 -5.66
H 1.90 0.47 -5.66
H 0.74 0.77 -4.35
N 0.75 -1.53 2.64
C 0.55 -1.02 3.65
C 0.32 -0.35 4.90
C -0.97 0.04 5.25
C -1.17 0.66 6.48
C -0.10 0.88 7.34
C 1.19 0.50 6.97
C 1.40 -0.11 5.75
H -1.78 -0.08 4.54
H -2.16 0.98 6.75
H -0.27 1.36 8.30
H 2.02 0.70 7.63
H 2.40 -0.39 5.44
O -6.77 3.00 1.86
N -6.33 3.35 0.77
O -7.00 4.01 -0.02
C -4.99 2.99 0.43
C -4.20 2.28 1.35
C -2.89 1.97 1.05
C -2.27 2.32 -0.25
O -1.14 1.97 -0.58
C -3.17 3.08 -1.11
C -4.49 3.38 -0.80
N -2.71 3.56 -2.39
O -1.52 3.70 -2.59
O -3.56 3.87 -3.23
N -2.18 1.24 2.02
O -0.87 1.18 2.04
O -2.82 0.74 2.99
H -4.60 1.98 2.30
H -5.10 3.92 -1.50
```

* charge: -2
* highest occupied orbital energy (spin up / spin down): -0.64 / -2.46 eV
* energy relative to the best compared isomer or geometry (same formula, charge and spin): 0.086 eV
* orbital gap (spin up / spin down): 4.91 / 6.73 eV
* LUMO level (spin up / spin down): 0.1568 / 0.1567 Ha
* spin multiplicity: 2



Entry 8:
Formula: C17H17BBrFeN3O2
Source: the Open Molecules 2025 dataset
Level of theory: the ωB97M-V functional and the def2-TZVPD basis

```
42
C17H17BBrFeN3O2 | the Open Molecules 2025 dataset | the ωB97M-V functional and the def2-TZVPD basis
Fe 0.33 2.30 -0.74
O 1.84 1.25 2.70
C 3.01 0.58 2.41
C 3.85 0.23 3.45
C 5.02 -0.47 3.17
C 5.35 -0.79 1.86
C 4.49 -0.45 0.83
C 3.31 0.23 1.10
C 2.32 0.49 0.00
O 1.94 1.87 -0.10
N 1.13 -0.33 0.22
N 0.02 0.26 -0.42
C -1.02 -0.48 -0.57
C -2.24 0.02 -1.13
Br -2.24 1.89 -1.50
C -3.37 -0.68 -1.34
C -3.54 -2.13 -1.23
C -4.76 -2.61 -0.75
C -4.95 -3.97 -0.59
C -3.95 -4.86 -0.95
C -2.75 -4.39 -1.47
C -2.54 -3.03 -1.61
H 1.80 2.04 2.14
H 3.59 0.51 4.46
H 5.68 -0.74 3.98
H 6.27 -1.32 1.65
H 4.74 -0.71 -0.19
H 2.75 0.22 -0.96
H 0.93 -0.41 1.22
H -1.00 -1.51 -0.23
H -4.26 -0.12 -1.62
H -5.54 -1.91 -0.48
H -5.89 -4.33 -0.20
H -4.11 -5.92 -0.84
H -1.99 -5.09 -1.79
H -1.63 -2.67 -2.08
B -0.53 6.70 -1.49
C -0.21 5.23 -1.25
N 0.00 4.09 -1.05
H 0.52 7.29 -1.53
H -1.16 6.72 -2.52
H -1.21 7.00 -0.53
```

* charge: +1
* highest occupied orbital energy (spin up / spin down): -11.94 / -11.93 eV
* orbital gap (spin up / spin down): 7.24 / 5.50 eV
* LUMO level (spin up / spin down): -0.1724 / -0.2362 Ha
* spin multiplicity: 6



In the order shown, the computed F_max values come out to 0.56, 1.69, 6.82, 0.64, 3.85, 0.56, 0.62, 0.33 eV Å⁻¹.